C11H26N2O3RhS | the ωB97M-V functional and the def2-TZVPD basis

```
44
Properties=species:S:1:pos:R:3
Rh -0.45041 0.08430 -0.20056
C 1.74200 -0.56996 -1.87074
O 1.74880 -0.06098 -0.51397
C 2.46384 1.17555 -0.28473
C 1.55055 2.38528 -0.46474
O 0.25349 2.18859 0.14470
C 0.07852 2.50807 1.54363
C 0.58755 1.41372 2.45702
O -0.01682 0.17554 2.04864
C 0.55141 -0.99264 2.67580
H 2.69011 -0.36632 -2.36896
H 0.94802 -0.09855 -2.47740
H 1.60236 -1.64760 -1.81637
H 3.29664 1.25847 -0.98391
H 2.86878 1.11074 0.72148
H 1.34736 2.56530 -1.52064
H 2.02789 3.27469 -0.05068
H -0.99741 2.62554 1.67225
H 0.56492 3.45655 1.77385
H 0.29129 1.63979 3.48431
H 1.67494 1.32484 2.43186
H 0.31937 -0.98866 3.74198
H 1.63502 -1.02464 2.55194
H 0.09339 -1.87240 2.22828
C -5.39517 2.61590 0.70089
C -5.09505 2.00528 -0.65860
N -5.30445 0.54709 -0.67025
C -4.38685 -0.38439 -0.59568
S -2.69351 0.13491 -0.42756
N -4.62975 -1.67232 -0.62638
C -5.97543 -2.27452 -0.72906
C -6.73228 -2.27246 0.59490
H -5.14989 3.67694 0.69217
H -4.83991 2.11701 1.49776
H -6.45758 2.54777 0.93962
H -4.06508 2.20546 -0.96758
H -5.74133 2.44045 -1.42016
H -6.27430 0.24371 -0.69287
H -3.85322 -2.31469 -0.55952
H -5.83025 -3.29201 -1.08290
H -6.53693 -1.74148 -1.50146
H -6.20773 -2.86670 1.34304
H -7.70862 -2.72874 0.43888
H -6.89038 -1.27253 1.00251
```

The LUMO energy (spin up / spin down) comes out at -10.47 / -14.31 eV. The net charge is +3. Its expectation value of S² is 6.02. The calculation puts the HOMO-LUMO gap (spin up / spin down) at 0.3504 / 0.2027 hartree. Its multiplicity is 5.

Atom charges from the Mulliken analysis, given in e for atoms 1 to 5: atom 1 (Rh): 0.2804, atom 2 (C): -0.7473, atom 3 (O): -0.3744, atom 4 (C): -0.4448, atom 5 (C): -0.3687



C3H5NO3 | the ωB97M-V functional and the def2-TZVPD basis

```
12
Properties=species:S:1:pos:R:3
N 1.87491 -0.27832 0.04584
C 0.78856 0.32970 0.13583
O 0.62233 1.46298 -0.17058
C -0.41317 -0.70369 0.28166
C -1.79424 0.04480 -0.09833
O -2.82095 -0.55607 -0.20350
O -1.81562 1.47618 0.15148
H 2.76324 0.23869 -0.62682
H 2.01932 -1.23394 -0.48074
H -0.01034 -1.48048 -0.53270
H -0.22120 -1.26420 1.16419
H -0.99285 1.96435 0.33367
```

The LUMO energy comes out at 0.02 eV. The net charge is 0. The calculation puts the HOMO-LUMO gap at 0.3789 hartree.

Atom charges from the Mulliken analysis, given in e for atoms 1 to 5: atom 1 (N): -0.5865, atom 2 (C): 0.5599, atom 3 (O): -0.6586, atom 4 (C): -0.5311, atom 5 (C): 0.4994



C5H11N2O | the ωB97M-V functional and the def2-TZVPD basis

```
19
Properties=species:S:1:pos:R:3
N -2.69403 -2.30629 -1.06849
C -2.10430 -1.01530 -0.62014
C -0.79561 -0.85491 -0.36449
C -0.21670 0.37353 0.27896
C 1.22140 0.77066 -0.10083
N 2.18898 -0.42528 -0.02506
C 1.62950 1.90751 0.96741
O 2.84073 1.62652 1.45920
H -3.64138 -2.40297 -0.73543
H -2.67568 -2.43781 -2.11844
H -2.89166 -0.24438 -0.50467
H -0.16601 -1.68276 -0.53840
H -0.92448 1.27652 0.06576
H -0.35474 0.12577 1.35358
H 1.10498 1.12508 -1.19121
H 1.93336 -0.86285 0.88250
H 3.06340 0.00578 0.20748
H 1.67470 2.93278 0.41813
H 0.80756 2.08841 1.63416
```

The LUMO energy comes out at 3.43 eV. The net charge is -1. The calculation puts the HOMO-LUMO gap at 0.2148 hartree.

Atom charges from the Mulliken analysis, given in e for atoms 1 to 5: atom 1 (N): -0.6064, atom 2 (C): -0.2057, atom 3 (C): -0.3328, atom 4 (C): -0.8693, atom 5 (C): 0.3052



C12H13NO | the ωB97M-V functional and the def2-TZVPD basis

```
27
Properties=species:S:1:pos:R:3
N -1.65953 1.19851 2.26218
C -2.56930 0.13733 1.82463
C -2.54332 0.45461 0.22049
O -3.56055 -0.07217 -0.64025
C -1.22249 -0.05556 -0.23611
C -1.05865 -1.32177 -0.78576
C 0.26501 -1.78067 -0.87979
C 1.45103 -0.92684 -0.54150
C 2.84111 -1.43253 -0.40787
C 3.77927 -0.31473 -0.15264
C 3.35189 0.95160 -0.43161
C 2.05289 1.40203 -0.54185
C 1.10609 0.45294 -0.51608
C -0.20306 0.89532 -0.34733
H -1.73234 1.20578 3.29149
H -0.65155 1.26306 1.96148
H -3.52772 0.33470 2.35012
H -2.12205 -0.80972 2.04737
H -2.56470 1.54079 0.23966
H -4.33141 -0.41841 -0.14528
H -1.88622 -1.95995 -1.02722
H 0.47288 -2.76356 -1.06507
H 2.95013 -2.43817 -0.16376
H 4.80583 -0.67886 0.03582
H 3.99191 1.83650 -0.28840
H 1.71608 2.33532 -0.95833
H -0.52253 1.96983 -0.21863
```

The LUMO energy comes out at 0.30 eV. The net charge is 0. The calculation puts the HOMO-LUMO gap at 0.3010 hartree.

Atom charges from the Mulliken analysis, given in e for atoms 1 to 5: atom 1 (N): -0.5052, atom 2 (C): -0.6276, atom 3 (C): -0.2181, atom 4 (O): -0.5540, atom 5 (C): 0.7815



In order of appearance, energy = -1277.486089; -397.718011; -381.799591; -594.961158 hartree.